127
Properties=species:S:1:pos:R:3:forces:R:3 method="wB97M-V/def2-TZVPD" lumo_ha="0.123 / 0.123" total_energy_ev=-205609.411 total_charge=-2 e_homo_ev="-1.54 / -2.20" de_lowest_kcal_mol=36.8 gap_ev="4.9 / 5.5" spin_multiplicity=2
Y 1.519874 -0.210377 -0.897094 0.292 -0.441 -0.662
C 2.970802 4.847306 -1.913120 0.026 0.008 -0.042
C 3.563525 3.477342 -1.578210 -0.087 -0.001 0.123
C 3.921820 2.705144 -2.842426 0.011 0.010 -0.013
C 4.822735 3.681976 -0.740591 0.015 -0.002 -0.018
O 2.655314 2.694741 -0.807885 0.220 -0.036 -0.085
Ge 0.852755 2.959051 -0.518387 0.042 0.057 -0.288
O 0.978410 1.451667 0.720111 0.514 -0.104 0.091
C 1.338054 1.838073 2.080342 -0.252 -0.011 -0.080
C 2.032215 0.694909 2.803014 0.023 0.038 -0.024
C 0.031278 2.212380 2.777851 0.004 -0.040 0.021
C 2.309216 3.021072 2.126411 -0.053 0.044 -0.027
O 0.488218 1.669324 -1.903127 -0.765 -0.115 0.476
C -0.394136 2.038082 -3.012938 0.427 0.080 -0.271
C -1.063632 0.818791 -3.610802 -0.062 -0.019 0.000
C 0.490270 2.648075 -4.100922 -0.018 -0.002 0.022
C -1.459234 3.049499 -2.592975 -0.015 0.014 0.060
H 3.704392 5.445163 -2.460091 -0.017 0.012 0.001
H 2.076164 4.762743 -2.530824 -0.012 -0.001 -0.017
H 2.702060 5.380756 -0.997784 0.013 -0.002 0.013
H 4.565320 3.301910 -3.495928 0.015 -0.011 0.003
H 4.449766 1.787539 -2.576288 -0.005 0.002 0.008
H 3.026245 2.421024 -3.389196 0.008 0.012 -0.012
H 5.586851 4.210008 -1.318626 -0.004 0.020 0.005
H 4.597984 4.265805 0.156489 -0.004 -0.005 0.008
H 5.214657 2.708208 -0.448190 0.002 0.003 -0.011
H 1.420363 -0.193341 2.864328 -0.044 -0.060 0.033
H 2.964252 0.438237 2.300729 0.002 -0.020 -0.040
H 2.271912 1.008007 3.822138 0.033 0.007 -0.007
H -0.649428 1.357726 2.797729 -0.012 0.024 -0.021
H 0.218408 2.536149 3.804450 0.006 0.000 0.016
H -0.463705 3.022347 2.238004 -0.009 0.008 0.010
H 3.205261 2.789594 1.556495 0.033 -0.014 -0.018
H 1.870810 3.941264 1.731254 0.012 -0.019 0.003
H 2.579134 3.197225 3.170046 0.004 0.027 0.006
H -0.332182 0.080208 -3.925386 -0.011 0.015 0.019
H -1.761707 0.351018 -2.922427 -0.009 0.038 0.034
H -1.611906 1.125389 -4.506160 0.005 -0.004 -0.009
H 1.228008 1.910219 -4.417137 -0.013 -0.001 -0.011
H -0.118214 2.923424 -4.965651 -0.008 0.006 0.004
H 1.002863 3.542029 -3.742920 -0.007 0.009 0.011
H -2.102049 2.643367 -1.809972 0.015 -0.019 0.036
H -1.027601 3.986755 -2.239686 0.007 0.031 -0.012
H -2.078084 3.273709 -3.465562 -0.007 -0.027 0.006
N -0.480362 -2.970430 2.370104 -0.013 -0.047 0.018
C -0.103518 -1.742472 2.017113 0.049 0.026 -0.055
N 0.847329 -1.816154 1.108615 -0.080 0.072 0.168
C 0.995991 -3.160672 0.931287 -0.037 -0.007 0.029
N 0.216573 -3.901570 1.682407 0.014 0.022 -0.026
C 1.963034 -3.679186 -0.025764 0.024 0.010 -0.080
C 2.387504 -4.991845 -0.001444 0.045 0.024 -0.037
N 3.318747 -5.441696 -0.843567 -0.040 -0.079 0.072
C 3.798814 -4.558396 -1.700494 0.038 0.125 -0.081
C 3.381053 -3.224891 -1.727278 0.033 -0.115 0.061
N 2.454265 -2.781129 -0.891720 -0.033 0.020 0.020
H -1.228204 -3.242348 2.983272 0.006 0.000 -0.002
H -0.553974 -0.846547 2.404380 0.027 -0.010 0.033
H 1.973012 -5.682684 0.721738 0.002 -0.011 -0.005
H 4.531497 -4.893701 -2.421644 -0.002 -0.003 0.006
H 3.782275 -2.522569 -2.444193 -0.006 -0.004 -0.003
S -0.406430 -1.983423 -5.870173 0.021 -0.018 -0.010
Sb 1.143426 -2.586985 -4.292986 0.102 0.041 -0.074
S 2.351751 -0.627560 -3.503783 -0.151 0.109 0.414
S -0.958003 -1.706811 -1.341878 0.319 0.289 0.104
S 2.742229 -4.095966 -4.988541 -0.048 -0.001 0.041
C 6.058829 -0.633721 6.392775 0.008 0.005 0.023
C 5.798421 -0.553718 4.911737 -0.009 -0.005 -0.029
C 6.167435 0.556005 4.168859 -0.011 0.004 0.018
C 5.931273 0.643234 2.796768 0.004 -0.013 0.012
C 6.349134 1.899227 2.087096 0.016 -0.002 -0.005
C 5.303131 -0.415641 2.121406 0.025 0.022 -0.039
Te 4.945603 -0.325895 0.013858 -0.294 0.060 0.046
C 4.931538 -1.547241 2.869957 0.004 -0.018 0.001
C 4.226519 -2.701030 2.222322 0.002 0.004 -0.003
C 5.179699 -1.597672 4.237499 0.002 -0.015 0.009
H 6.463636 0.306548 6.770206 -0.001 0.002 -0.002
H 6.775627 -1.424079 6.630820 0.002 -0.001 -0.005
H 5.142547 -0.851042 6.946990 -0.001 0.002 -0.003
H 6.649206 1.392282 4.668660 0.001 -0.002 0.003
H 6.829672 2.592142 2.781402 0.008 0.002 -0.005
H 5.487749 2.392158 1.637957 -0.015 0.009 0.009
H 7.033802 1.681423 1.265249 -0.006 -0.007 -0.008
H 3.262828 -2.365147 1.839354 0.005 -0.003 0.006
H 4.062725 -3.515513 2.931259 -0.010 -0.003 -0.001
H 4.783421 -3.071702 1.359030 0.000 -0.005 0.005
H 4.874310 -2.482379 4.790557 0.000 0.001 0.001
C -5.568796 0.516837 2.607902 0.001 0.016 -0.040
Si -5.627221 0.927474 0.764948 0.054 -0.007 -0.017
C -4.857702 2.630096 0.523616 -0.015 -0.034 0.015
C -7.437491 1.007411 0.231149 0.032 0.025 0.020
Si -4.456559 -0.692914 -0.452680 -0.123 -0.168 -0.130
Te -2.090743 -0.019131 -0.081719 -0.238 0.125 0.145
Si -4.814861 -2.794113 0.523093 -0.005 0.043 -0.062
C -6.667812 -3.120263 0.750509 0.066 -0.012 -0.010
C -4.068898 -4.137625 -0.553623 -0.013 0.023 0.045
C -4.001130 -2.831585 2.228931 -0.015 0.010 -0.014
Si -5.007513 -0.682107 -2.737890 0.022 -0.045 0.054
C -3.861000 -1.770492 -3.734513 -0.078 0.047 -0.042
C -4.991162 1.094831 -3.371807 0.012 -0.037 0.028
C -6.774677 -1.355846 -2.879622 0.037 0.034 0.006
H -5.936326 1.357396 3.203277 -0.021 -0.007 0.008
H -4.544898 0.300974 2.921041 0.011 0.022 -0.007
H -6.178083 -0.359558 2.841302 -0.008 -0.005 -0.012
H -5.343036 3.366118 1.171402 -0.013 0.013 -0.015
H -4.952211 2.966964 -0.510739 -0.012 -0.005 -0.006
H -3.790588 2.624153 0.758709 -0.003 -0.025 0.025
H -7.994811 1.715488 0.851316 -0.006 0.007 -0.002
H -7.922569 0.031989 0.309640 0.010 -0.016 0.020
H -7.517785 1.332173 -0.808722 0.006 0.011 -0.007
H -7.173506 -3.192813 -0.214899 0.008 -0.003 -0.010
H -7.146587 -2.314526 1.312523 0.016 0.002 0.028
H -6.835695 -4.055403 1.292622 -0.007 -0.011 -0.011
H -4.595868 -4.211105 -1.507664 -0.005 0.001 -0.004
H -4.118627 -5.112958 -0.060782 -0.008 -0.005 -0.001
H -3.022511 -3.911474 -0.774647 0.006 0.020 0.018
H -4.667510 -2.433963 2.997165 0.003 -0.002 0.006
H -3.105010 -2.207069 2.203099 0.000 0.007 -0.016
H -3.720650 -3.852958 2.502041 -0.014 -0.009 0.012
H -2.805269 -1.549403 -3.570633 -0.005 0.015 0.024
H -4.047540 -1.651940 -4.805931 -0.031 -0.002 -0.004
H -4.009205 -2.823862 -3.485356 0.006 -0.001 0.014
H -3.975336 1.383092 -3.646569 0.026 0.002 0.013
H -5.343983 1.805852 -2.621456 -0.046 -0.015 0.002
H -5.626485 1.191499 -4.256458 0.025 -0.008 -0.029
H -6.798436 -2.420987 -2.636342 0.012 -0.007 0.003
H -7.144450 -1.240025 -3.902539 0.004 -0.011 -0.009
H -7.468569 -0.844997 -2.208022 -0.001 0.023 -0.008